Run P
This record from the Open Molecules 2025 dataset describes C31H41Br2MgN6O3PS as an isolated structure. The level of theory is ωB97M-V/def2-TZVPD.

The value obtained for the gap between HOMO and LUMO is 0.2561 Eh. The calculation puts the HOMO energy at -7.3 eV. The molecular weight is 792.9 g/mol. Its total charge is 0.

```
86
C31H41Br2MgN6O3PS, DFT ωB97M-V/def2-TZVPD
Mg -0.356 -0.399 -1.355
C -3.689 4.155 1.625
C -2.727 3.705 2.719
N -2.552 2.258 2.758
C -3.545 1.473 3.494
C -4.585 0.793 2.606
C -1.575 1.616 2.074
S -0.439 2.472 1.130
N -1.559 0.276 2.278
C -1.451 -0.640 1.341
O -1.533 -0.440 0.092
C -1.279 -2.051 1.818
C -0.864 -3.025 0.908
C -0.757 -4.348 1.310
C -1.080 -4.712 2.611
C -1.494 -3.743 3.518
C -1.589 -2.416 3.125
H -3.740 5.245 1.596
H -4.696 3.769 1.794
H -3.329 3.798 0.658
H -3.078 4.028 3.701
H -1.753 4.146 2.540
H -4.039 2.148 4.193
H -3.015 0.711 4.063
H -5.206 1.522 2.085
H -5.236 0.164 3.218
H -4.094 0.160 1.868
H -0.655 -2.736 -0.119
H -0.440 -5.103 0.599
H -1.022 -5.750 2.914
H -1.754 -4.027 4.531
H -1.913 -1.655 3.823
C -3.328 1.143 -1.970
C -2.191 1.605 -2.831
C -2.395 2.456 -3.937
C -1.339 2.850 -4.707
C -0.032 2.422 -4.386
C 1.141 2.782 -5.091
Br 1.033 3.850 -6.661
C 2.365 2.356 -4.673
C 2.470 1.535 -3.540
Br 4.209 0.940 -3.036
C 1.379 1.087 -2.803
O 1.444 0.285 -1.790
C 0.096 1.585 -3.259
N -0.979 1.185 -2.524
H -4.258 1.649 -2.218
H -3.077 1.315 -0.922
H -3.456 0.063 -2.080
H -3.398 2.787 -4.173
H -1.490 3.494 -5.562
H 3.256 2.641 -5.213
C 3.884 0.637 2.944
N 4.153 0.820 1.453
C 4.863 -0.427 0.920
N 4.126 -1.600 1.220
C 3.901 -1.709 2.656
N 3.170 -0.564 3.192
C 1.780 -0.512 2.693
P 1.628 -0.317 0.837
C 2.872 1.069 0.713
C 2.868 -1.676 0.455
H 3.311 1.501 3.273
H 4.853 0.617 3.444
H 4.764 1.623 1.315
H 5.846 -0.455 1.393
H 4.966 -0.294 -0.154
H 4.868 -1.777 3.161
H 3.335 -2.616 2.861
H 1.252 0.309 3.181
H 1.274 -1.435 2.984
H 2.414 1.974 1.110
H 3.100 1.216 -0.338
H 3.093 -1.645 -0.613
H 2.390 -2.635 0.667
C 0.608 -3.881 -2.654
C -0.155 -2.716 -3.292
C 0.752 -1.996 -4.296
O -0.648 -1.863 -2.320
H 1.035 -4.543 -3.414
H -0.063 -4.465 -2.019
H 1.419 -3.480 -2.036
H -0.996 -3.148 -3.861
H 1.636 -1.612 -3.777
H 0.216 -1.154 -4.743
H 1.078 -2.667 -5.096
```



Run Q
This record from the Open Molecules 2025 dataset describes C31H41Br2MgN6O3PS as an isolated structure. The level of theory is ωB97M-V/def2-TZVPD.

The value obtained for the gap between HOMO and LUMO is 0.2717 Eh. The calculation puts the HOMO energy at -7.4 eV. The molecular weight is 792.9 g/mol. Its total charge is 0.

```
86
C31H41Br2MgN6O3PS, DFT ωB97M-V/def2-TZVPD
Mg -0.408 -1.001 0.271
C -0.668 4.317 3.561
C -1.865 3.450 3.192
N -2.091 3.351 1.755
C -2.932 4.372 1.127
C -2.136 5.485 0.457
C -1.496 2.400 0.999
S -0.400 1.308 1.728
N -1.797 2.488 -0.313
C -1.591 1.513 -1.179
O -1.245 0.327 -0.950
C -1.791 1.874 -2.622
C -1.553 0.907 -3.595
C -1.692 1.221 -4.939
C -2.074 2.500 -5.319
C -2.320 3.466 -4.350
C -2.180 3.154 -3.007
H -0.514 4.300 4.641
H -0.815 5.353 3.257
H 0.231 3.931 3.081
H -2.778 3.854 3.633
H -1.723 2.444 3.580
H -3.563 4.787 1.914
H -3.583 3.891 0.400
H -1.551 6.050 1.183
H -2.813 6.179 -0.045
H -1.459 5.064 -0.285
H -1.257 -0.086 -3.282
H -1.505 0.465 -5.691
H -2.182 2.745 -6.368
H -2.624 4.463 -4.644
H -2.368 3.893 -2.240
C -3.635 -1.654 1.286
C -2.614 -2.184 2.249
C -2.999 -2.898 3.404
C -2.048 -3.347 4.272
C -0.681 -3.089 4.021
C 0.389 -3.527 4.838
Br 0.054 -4.519 6.421
C 1.681 -3.250 4.493
C 1.951 -2.511 3.336
Br 3.771 -2.164 2.893
C 0.967 -2.009 2.491
O 1.212 -1.302 1.442
C -0.383 -2.351 2.857
N -1.349 -1.937 2.001
H -4.472 -2.344 1.178
H -3.191 -1.480 0.306
H -4.027 -0.702 1.651
H -4.049 -3.087 3.581
H -2.325 -3.903 5.158
H 2.500 -3.592 5.110
C 5.036 -0.761 -1.426
N 3.866 -1.020 -0.505
C 3.477 0.311 0.165
N 3.198 1.298 -0.820
C 4.335 1.480 -1.703
N 4.726 0.248 -2.388
C 3.683 -0.176 -3.333
P 2.014 -0.553 -2.574
C 2.715 -1.651 -1.248
C 1.950 0.999 -1.536
H 5.285 -1.703 -1.914
H 5.867 -0.436 -0.797
H 4.133 -1.656 0.252
H 4.338 0.594 0.771
H 2.616 0.094 0.794
H 5.184 1.832 -1.111
H 4.094 2.235 -2.451
H 4.031 -1.068 -3.861
H 3.569 0.607 -4.086
H 3.074 -2.590 -1.675
H 1.942 -1.908 -0.525
H 1.146 0.960 -0.799
H 1.698 1.839 -2.189
C 0.470 -4.394 -2.190
C -0.648 -3.543 -1.583
C -1.509 -4.392 -0.646
O -0.113 -2.456 -0.925
H 0.084 -5.285 -2.691
H 1.155 -4.708 -1.397
H 1.031 -3.804 -2.920
H -1.295 -3.214 -2.419
H -0.917 -4.679 0.228
H -1.876 -5.298 -1.134
H -2.370 -3.817 -0.300
```



Which is most stable, and by how much? run Q, by 0.520 eV.



Run P
This record from the Open Molecules 2025 dataset describes C2H9NS as an isolated structure. The level of theory is ωB97M-V/def2-TZVPD.

The value obtained for the gap between HOMO and LUMO (spin up / spin down) is 0.3515 / 0.2222 Eh. The calculation puts the HOMO energy (spin up / spin down) at -14.6 / -14.6 eV. Its multiplicity is 2. The molecular weight is 79.2 g/mol. Its total charge is +1.

```
13
C2H9NS, DFT ωB97M-V/def2-TZVPD
S -0.331 -2.431 0.431
H -0.358 -2.802 1.704
C 1.156 0.172 -0.912
N 0.458 0.669 0.301
C -0.857 1.225 -0.006
H 1.933 -0.529 -0.575
H 0.446 -0.324 -1.570
H 1.553 1.036 -1.458
H 0.276 -0.228 0.856
H -0.580 -1.056 1.437
H -0.781 2.112 -0.660
H -1.313 1.593 0.921
H -1.602 0.562 -0.470
```



Run Q
This record from the Open Molecules 2025 dataset describes a 3-piece molecular cluster, C2H9NS overall. The level of theory is ωB97M-V/def2-TZVPD.

The value obtained for the gap between HOMO and LUMO (spin up / spin down) is 0.3672 / 0.1925 Eh. The calculation puts the HOMO energy (spin up / spin down) at -14.6 / -14.3 eV. Its multiplicity is 2. The molecular weight is 79.2 g/mol. Its total charge is +1.

```
13
C2H9NS, DFT ωB97M-V/def2-TZVPD
N 2.165 -0.502 1.712
H 1.869 -0.178 0.760
H -4.154 0.890 0.030
H 3.157 -0.301 1.662
H 1.791 0.095 2.457
C 0.078 -0.845 -1.173
C -0.604 0.386 -0.713
S 1.026 0.777 -1.549
H -3.598 1.111 0.476
H 0.684 -1.427 -0.447
H -0.286 -1.360 -2.038
H -0.700 0.768 0.211
H -1.427 0.586 -1.388
```



Which is most stable, and by how much? run Q, by 0.384 eV.



Run P
This record from the Open Molecules 2025 dataset describes C4H7FO in the gas phase. The level of theory is ωB97M-V/def2-TZVPD.

The value obtained for the gap between HOMO and LUMO is 0.4085 Eh. The calculation puts the HOMO energy at -10.1 eV. As for the SMILES: F[C@H]1CCOC1. The molecular weight is 90.1 g/mol. Its total charge is 0.

```
13
C4H7FO, DFT ωB97M-V/def2-TZVPD
C 1.105 -0.082 0.196
C 0.145 1.068 -0.057
C -1.186 0.382 -0.363
C 0.056 -1.289 0.194
H 1.680 0.010 1.169
H 0.447 1.733 -0.867
H -0.105 1.654 0.831
H -1.643 0.803 -1.248
H -1.888 0.478 0.503
H -0.263 -1.366 1.288
H 0.422 -2.250 -0.193
O -0.891 -0.951 -0.728
F 2.122 -0.192 -0.726
```



Run Q
This record from the Open Molecules 2025 dataset describes C4H7FO in the gas phase. The level of theory is ωB97M-V/def2-TZVPD.

The value obtained for the gap between HOMO and LUMO is 0.3775 Eh. The calculation puts the HOMO energy at -9.4 eV. As for the SMILES: C/C(F)=C/CO. The molecular weight is 90.1 g/mol. Its total charge is 0.

```
13
C4H7FO, DFT ωB97M-V/def2-TZVPD
C -0.496 1.718 1.189
C -0.303 0.747 0.065
C 0.586 -0.243 0.045
C 0.646 -1.222 -1.092
H -1.527 1.541 1.651
H -0.477 2.775 0.818
H 0.303 1.543 1.870
H 1.257 -0.389 0.937
H 0.071 -0.868 -1.880
H 1.722 -1.468 -1.266
H -0.826 -2.438 -0.649
O 0.157 -2.476 -0.694
F -1.113 0.781 -0.996
```



Run R
This record from the Open Molecules 2025 dataset describes a 2-piece molecular cluster, C4H7FO overall. The level of theory is ωB97M-V/def2-TZVPD.

The value obtained for the gap between HOMO and LUMO is 0.3691 Eh. The calculation puts the HOMO energy at -9.4 eV. The molecular weight is 90.1 g/mol. Its total charge is 0.

```
13
C4H7FO, DFT ωB97M-V/def2-TZVPD
C 1.253 1.122 0.126
C 0.496 -0.243 -0.092
C -0.525 -0.972 0.842
C -0.891 -0.490 -0.549
H 2.457 0.997 -0.828
H 0.566 2.157 0.147
H 1.754 0.865 1.198
H -0.362 -2.168 1.116
H -0.933 -0.397 1.647
H -0.961 -1.147 -1.351
H -2.286 0.895 -1.162
O -1.885 0.418 -0.371
F 1.319 -1.038 -0.723
```



Run S
This record from the Open Molecules 2025 dataset describes C4H7FO in the gas phase. The level of theory is ωB97M-V/def2-TZVPD.

The value obtained for the gap between HOMO and LUMO is 0.4064 Eh. The calculation puts the HOMO energy at -10.1 eV. As for the SMILES: CC(C)(F)C=O. The molecular weight is 90.1 g/mol. Its total charge is 0.

```
13
C4H7FO, DFT ωB97M-V/def2-TZVPD
C 1.237 0.641 0.203
C -0.213 0.234 0.115
C -0.594 -1.097 0.767
C -0.651 0.294 -1.332
H 1.592 0.728 1.247
H 1.892 -0.004 -0.379
H 1.321 1.633 -0.266
H -0.356 -1.082 1.783
H -1.650 -1.288 0.607
H -0.036 -1.971 0.363
H -1.435 1.019 -1.649
O -0.168 -0.386 -2.200
F -0.939 1.279 0.741
```



Which is most stable, and by how much? run S, by 0.637 eV.



Run P
This record from the Open Molecules 2025 dataset describes a 4-piece molecular cluster, C5H17N2O3 overall. The level of theory is ωB97M-V/def2-TZVPD.

The value obtained for the gap between HOMO and LUMO is 0.3378 Eh. The calculation puts the HOMO energy at -12.1 eV. The molecular weight is 153.2 g/mol. Its total charge is +1.

```
27
C5H17N2O3, DFT ωB97M-V/def2-TZVPD
C 0.977 0.302 2.111
C -0.435 -0.272 2.375
C -0.876 -1.252 1.289
C -1.471 -1.024 0.147
N -1.562 -2.064 -0.806
C -2.628 -2.565 -1.077
N 1.005 1.743 1.757
H 1.614 0.170 2.951
H 1.517 -0.243 1.403
H -0.340 -0.841 3.336
H -1.109 0.554 2.684
H -0.504 -2.264 1.483
H -1.831 -0.004 -0.195
H -3.628 -2.427 -0.627
H -2.603 -3.310 -1.850
H 0.395 2.014 0.910
H 1.998 1.979 1.395
H 0.868 2.312 2.572
H 0.949 -1.618 -1.793
H 1.607 -1.409 -3.102
O 1.583 -0.977 -2.260
H 2.326 1.346 -2.911
H 1.097 1.475 -3.700
O 1.441 1.796 -2.885
H 0.473 1.935 -1.522
H -0.833 2.464 -0.983
O -0.031 2.179 -0.705
```



Run Q
This record from the Open Molecules 2025 dataset describes a 3-piece molecular cluster, C5H17N2O3 overall. The level of theory is ωB97M-V/def2-TZVPD.

The value obtained for the gap between HOMO and LUMO is 0.3468 Eh. The calculation puts the HOMO energy at -12.2 eV. The molecular weight is 153.2 g/mol. Its total charge is +1.

```
27
C5H17N2O3, DFT ωB97M-V/def2-TZVPD
C -1.144 0.097 1.499
O -0.693 1.467 1.490
C 0.051 -0.829 1.846
C 0.377 -1.794 0.674
C 0.456 -1.091 -0.645
C 1.381 -0.195 -0.928
N 1.350 0.569 -2.195
N -0.139 -1.650 3.028
H -1.499 -0.097 0.483
H -1.968 -0.033 2.195
H -1.110 2.005 2.169
H 0.931 -0.213 2.012
H -0.364 -2.594 0.680
H 1.302 -2.317 0.916
H -0.305 -1.348 -1.373
H 2.172 0.144 -0.277
H 2.216 0.418 -2.717
H 0.534 0.318 -2.776
H 1.237 1.580 -1.979
H -0.100 -1.133 3.889
H -0.991 -2.184 3.010
H 0.093 2.174 0.095
H 0.441 3.533 -0.594
O 0.557 2.583 -0.674
H -1.838 0.821 -2.817
H -1.693 -0.318 -3.883
O -1.254 0.085 -3.129
```



Which is most stable, and by how much? run Q, by 1.511 eV.



Run P
This record from the Open Molecules 2025 dataset describes a 2-piece molecular cluster, C5H12NP overall. The level of theory is ωB97M-V/def2-TZVPD.

The value obtained for the gap between HOMO and LUMO (spin up / spin down) is 0.2577 / 0.2638 Eh. The calculation puts the HOMO energy (spin up / spin down) at -7.1 / -7.3 eV. The molecular weight is 117.1 g/mol. Its total charge is 0.

```
19
C5H12NP, DFT ωB97M-V/def2-TZVPD
C 1.251 -1.449 1.154
C -1.805 0.681 0.210
C -0.051 0.131 -1.467
C -0.206 -1.270 0.775
C -0.506 -0.058 -0.089
N 1.046 3.163 -0.018
P 1.231 2.219 1.193
H 1.501 -2.174 1.820
H 1.815 -1.624 0.214
H 1.687 -0.592 1.706
H -1.665 1.713 0.112
H -2.696 0.419 -0.417
H -2.368 0.436 1.126
H -0.879 0.562 -2.104
H 0.346 -0.703 -1.920
H 0.728 0.929 -1.441
H -0.449 -2.202 0.302
H -0.985 -1.049 1.627
H 1.592 4.112 0.167
```



Run Q
This record from the Open Molecules 2025 dataset describes C5H12NP as an isolated structure. The level of theory is ωB97M-V/def2-TZVPD.

The value obtained for the gap between HOMO and LUMO is 0.3389 Eh. The calculation puts the HOMO energy at -8.2 eV. The molecular weight is 117.1 g/mol. Its total charge is 0.

```
19
C5H12NP, DFT ωB97M-V/def2-TZVPD
C 1.810 0.661 -0.620
C 1.749 -0.907 -0.599
C 0.858 1.132 0.451
C 0.393 -1.197 0.181
C -0.187 0.066 0.672
N -3.332 -0.077 0.391
P -2.087 0.261 -0.721
H 2.912 1.066 -0.557
H 1.363 0.956 -1.565
H 1.740 -1.187 -1.683
H 2.546 -1.423 -0.133
H 1.384 1.364 1.333
H 0.384 2.085 0.151
H -0.308 -1.664 -0.471
H 0.822 -1.812 0.959
H -0.884 0.139 1.516
H -4.036 -0.767 -0.015
H -3.190 -0.348 1.417
H -1.936 1.653 -0.706
```



Run R
This record from the Open Molecules 2025 dataset describes C5H12NP in the gas phase. The level of theory is ωB97M-V/def2-TZVPD.

The value obtained for the gap between HOMO and LUMO is 0.3348 Eh. The calculation puts the HOMO energy at -8.1 eV. As for the SMILES: C[C@H]1P(N)C1(C)C. The molecular weight is 117.1 g/mol. Its total charge is 0.

```
19
C5H12NP, DFT ωB97M-V/def2-TZVPD
C 0.751 -0.720 0.001
C -0.425 0.305 0.081
C 2.146 -0.188 0.143
C -1.262 0.414 -1.166
C -0.087 1.726 0.691
N -1.446 -2.219 0.775
P -0.452 -1.030 1.380
H 0.716 -1.632 -0.659
H 2.025 0.644 0.971
H 2.491 0.142 -0.857
H 2.774 -1.035 0.387
H -2.240 0.961 -0.829
H -1.590 -0.601 -1.433
H -0.528 0.819 -1.893
H -1.042 2.215 1.016
H 0.433 2.252 -0.147
H 0.531 1.344 1.624
H -2.031 -1.956 -0.022
H -0.745 -2.919 0.590
```



Which is most stable, and by how much? run R, by 0.136 eV.



Run P
This record from the Open Molecules 2025 dataset describes C5H8N4O2S in the gas phase. The level of theory is ωB97M-V/def2-TZVPD.

The value obtained for the gap between HOMO and LUMO is 0.3412 Eh. The calculation puts the HOMO energy at -9.0 eV. As for the SMILES: [H]/N=C(/N=[S@](N)(=O)O)n1cccc1. The molecular weight is 188.2 g/mol. Its total charge is 0.

```
20
C5H8N4O2S, DFT ωB97M-V/def2-TZVPD
C 1.737 2.021 1.420
C 0.709 1.821 2.393
C 1.461 1.282 0.310
C -0.158 0.930 1.802
C -0.424 -0.108 -0.340
N 0.304 0.319 -1.861
N 0.322 0.594 0.554
N -1.522 -0.717 -0.283
N 0.000 -2.192 -2.454
O -0.083 -0.341 -4.213
O -1.914 -0.561 -2.751
S -0.427 -0.621 -2.869
H 2.406 2.768 1.493
H 0.622 2.460 3.302
H 1.807 1.223 -0.618
H -1.071 0.622 2.175
H -2.040 -0.562 -1.695
H -2.156 -0.637 0.630
H 0.913 -2.313 -2.034
H 0.109 -2.654 -3.333
```



Run Q
This record from the Open Molecules 2025 dataset describes a 2-piece molecular cluster, C5H8N4O2S overall. The level of theory is ωB97M-V/def2-TZVPD.

The value obtained for the gap between HOMO and LUMO is 0.3319 Eh. The calculation puts the HOMO energy at -9.1 eV. The molecular weight is 188.2 g/mol. Its total charge is 0.

```
20
C5H8N4O2S, DFT ωB97M-V/def2-TZVPD
C 0.759 -2.104 1.520
C -2.143 -0.605 0.380
C 0.255 2.005 -0.775
C 0.872 -3.006 0.391
C -0.753 -1.091 0.192
N -0.051 -1.130 1.488
N 1.221 2.938 -1.121
N -0.991 2.340 -1.009
N 0.549 0.860 -0.298
O -2.520 -1.731 0.732
O -2.624 0.517 0.351
S -0.171 -2.225 -0.927
H 1.495 -2.469 2.256
H 1.962 -3.092 0.163
H 0.564 -4.065 0.609
H 0.961 3.871 -1.313
H 2.006 2.948 -0.459
H -1.223 3.223 -1.426
H -1.790 2.042 -0.503
H 1.622 0.774 -0.251
```



Which is most stable, and by how much? run Q, by 1.336 eV.